DFT (ωB97M-V/def2-TZVPD) results for C4H7NO as an isolated structure.

Last column: Mulliken charge in e.
Positions of all 13 atoms, in Å:
N: 2.10928 0.40074 0.66109  -0.634
C: 1.01423 -0.03379 0.24601  0.363
C: 0.13031 -1.15548 0.69982  -0.197
C: -0.88855 -0.84397 -0.37420  -0.196
C: -0.93010 1.36291 -0.25608  -0.745
O: 0.26762 0.42709 -0.84573  -0.341
H: 2.41846 1.20643 0.11529  0.283
H: 0.59712 -2.13660 0.57951  0.275
H: -0.23058 -1.02856 1.72076  0.221
H: -1.91471 -0.66977 -0.08605  0.284
H: -0.78751 -1.39374 -1.30948  0.250
H: -0.38012 2.25888 0.06597  0.204
H: -1.40545 1.60587 -1.21692  0.231

For the total energy, the calculation gives -286.38062 hartree. As for the LUMO energy: 0.4007 eV. The value obtained for the highest occupied orbital energy is -7.494 eV. The frontier orbital gap is 7.894 eV. As for the relative energy (zero: lowest compared OMol25 entry of this formula, charge and spin): 6.831 eV.

DFT (ωB97M-V/def2-TZVPD) results for C28H60AlO12 as an isolated structure.

Last column: Mulliken charge in e.
Positions of all 101 atoms, in Å:
C: 2.17663 -6.86785 4.88431  0.191
C: 1.34579 -5.85219 4.68888  -0.710
Al: -0.31306 -4.59707 4.62252  -0.216
C: -2.04706 -5.74956 4.70419  -0.608
C: -2.96233 -6.68887 4.91323  0.100
H: 2.69638 -7.89645 4.93916  0.295
H: -0.29549 -3.93146 3.17719  -0.129
H: -0.30270 -3.49641 5.76569  -0.192
H: -3.50198 -7.71022 4.96210  0.310
C: 2.95225 -1.73581 2.46320  -0.792
O: 1.85671 -0.89666 2.14032  -0.213
C: 2.07683 0.47727 2.45704  -0.668
C: 1.50982 1.38219 1.36412  -0.459
O: 2.21635 1.35383 0.11965  -0.197
C: 2.16519 0.13602 -0.62998  -0.505
C: 0.79754 -0.20677 -1.22112  -0.431
O: -0.13889 -0.54164 -0.20334  -0.262
C: -1.40843 0.06035 -0.38603  -0.798
H: 2.90286 -2.02750 3.51391  0.302
H: 2.87939 -2.63268 1.84329  0.223
H: 3.91335 -1.25684 2.24311  0.355
H: 3.14291 0.68696 2.58037  0.342
H: 1.56180 0.67913 3.40142  0.423
H: 1.59617 2.41491 1.72119  0.470
H: 0.44590 1.20949 1.20877  0.159
H: 2.57510 -0.69171 -0.05197  0.226
H: 2.85586 0.28142 -1.46806  0.432
H: 0.89944 -1.08770 -1.86540  0.415
H: 0.44586 0.62984 -1.83425  0.108
H: -1.32105 1.09743 -0.72378  0.337
H: -1.91920 0.06774 0.57897  0.250
H: -1.99788 -0.52057 -1.09885  0.312
C: 2.79721 2.56080 -8.88507  -0.812
O: 1.88139 2.71298 -7.81583  -0.264
C: 0.98343 1.61036 -7.67033  -0.550
C: 0.76125 1.28319 -6.19433  -0.231
O: 1.88404 0.70873 -5.52068  -0.491
C: 3.02988 1.54180 -5.33095  -0.431
C: 2.83983 2.69699 -4.34756  0.092
O: 1.94534 3.67722 -4.86565  -0.353
C: 0.99599 4.12916 -3.91438  -0.633
H: 2.33717 2.88395 -9.82138  0.305
H: 3.66104 3.19735 -8.67687  0.234
H: 3.15751 1.52994 -8.97183  0.374
H: 1.36455 0.72246 -8.18158  0.345
H: 0.03277 1.90415 -8.12600  0.382
H: -0.02423 0.52114 -6.14676  0.427
H: 0.37716 2.14099 -5.64392  0.031
H: 3.42125 1.88664 -6.28780  0.111
H: 3.80104 0.88400 -4.91620  0.467
H: 3.80410 3.19459 -4.19085  0.373
H: 2.49539 2.30319 -3.38564  -0.134
H: 0.60940 3.30743 -3.30479  0.216
H: 0.15403 4.56302 -4.45797  0.274
H: 1.44371 4.89460 -3.27696  0.239
C: -9.86465 -4.94653 0.92042  -0.809
O: -9.30445 -4.87526 2.21834  -0.263
C: -9.88964 -5.79217 3.14517  -0.527
C: -8.82170 -6.40318 4.05184  -0.285
O: -7.92891 -7.31815 3.41269  -0.477
C: -7.02750 -6.78135 2.43995  -0.313
C: -5.93416 -5.86943 2.99771  -0.234
O: -6.47697 -4.64599 3.48469  -0.313
C: -5.94341 -4.25536 4.74011  -0.779
H: -10.76865 -4.33557 0.86827  0.304
H: -9.12788 -4.54938 0.21747  0.235
H: -10.08301 -5.97862 0.62490  0.367
H: -10.41974 -6.59385 2.62395  0.343
H: -10.60420 -5.22746 3.75232  0.378
H: -9.34345 -6.99375 4.81313  0.419
H: -8.26826 -5.63886 4.59580  0.071
H: -7.57427 -6.30526 1.62604  0.075
H: -6.53149 -7.65001 1.99419  0.430
H: -5.23860 -5.61249 2.19087  0.406
H: -5.37776 -6.40154 3.77462  0.025
H: -5.83021 -5.10757 5.41574  0.382
H: -6.64567 -3.55681 5.20146  0.229
H: -4.98285 -3.75686 4.59857  0.295
C: 5.24234 2.85110 1.59793  -0.711
O: 5.37318 3.87660 0.62965  -0.350
C: 4.37264 3.82939 -0.39087  0.114
C: 3.90252 5.24005 -0.74971  0.175
O: 3.12683 5.89787 0.25636  -0.500
C: 3.79395 6.25077 1.46961  -0.244
C: 4.84056 7.35812 1.33982  -0.537
O: 5.97234 6.92044 0.59430  -0.288
C: 6.41693 7.86765 -0.36112  -0.821
H: 5.72508 1.93774 1.24408  0.335
H: 5.74468 3.18710 2.50899  0.361
H: 4.19429 2.65677 1.84875  0.128
H: 3.51347 3.23405 -0.07375  -0.187
H: 4.82718 3.35973 -1.26909  0.418
H: 3.23669 5.14979 -1.61495  -0.090
H: 4.72838 5.87131 -1.07568  0.095
H: 4.20057 5.36655 1.95986  0.017
H: 3.00730 6.62223 2.13502  0.436
H: 5.20015 7.62641 2.34011  0.399
H: 4.37925 8.24352 0.89051  0.330
H: 5.58002 8.34825 -0.87587  0.379
H: 7.00711 7.33729 -1.11140  0.233
H: 7.04463 8.61948 0.12264  0.306

For the total energy, the calculation gives -2247.76661 hartree. As for the LUMO energy: 1.9985 eV. The value obtained for the highest occupied orbital energy is -5.227 eV. The frontier orbital gap is 7.225 eV. Its total charge is -1.

DFT (ωB97M-V/def2-TZVPD) results for a 7-piece molecular cluster, C4H25N3O6S overall.

Last column: Mulliken charge in e.
Positions of all 39 atoms, in Å:
N: -0.03818 -4.06019 1.13557  -0.536
C: -0.13236 -2.84476 1.95236  -0.605
N: -0.34578 -1.51465 1.29263  -0.293
C: 0.61434 -0.70109 0.57938  1.389
C: 1.67584 -0.31162 1.61117  -1.324
N: 1.09029 0.76231 2.41859  -0.607
C: 1.06408 -1.62276 -0.59927  -0.706
S: 1.17339 -1.14050 -2.41830  -0.176
H: 0.80553 -4.28232 0.71033  0.239
H: -0.78219 -4.39985 0.57756  0.203
H: 0.89788 -2.90108 2.49498  0.248
H: -0.96809 -2.97071 2.57472  0.387
H: -1.22000 -1.52125 0.83657  0.204
H: 0.10964 0.24068 0.26817  -0.491
H: 2.56711 -0.02179 1.17076  0.466
H: 1.94921 -1.27291 2.03818  0.418
H: 1.16017 1.56561 1.75932  0.274
H: 0.29905 0.26652 2.91228  0.370
H: 2.18637 -1.73100 -0.33995  0.223
H: 0.48886 -2.63885 -0.67747  0.236
H: 2.46857 -1.17597 -2.40558  0.093
O: 0.02635 3.80979 -0.72048  -0.618
H: 0.28848 4.13652 -1.55895  0.339
H: 0.72061 3.12862 -0.42164  0.346
O: -4.06954 -1.34471 0.38267  -0.637
H: -4.78553 -0.92330 0.76039  0.281
H: -3.93846 -0.88467 -0.44143  0.358
O: 3.37883 1.55524 -0.49314  -0.603
H: 3.68168 0.84106 -1.11657  0.297
H: 3.44165 2.43903 -0.88287  0.320
O: -2.42172 1.99688 -1.07863  -0.657
H: -1.73721 1.71708 -0.53123  0.288
H: -2.23967 2.90469 -1.15199  0.296
O: -4.54857 0.80272 -0.97914  -0.703
H: -3.68275 1.06562 -0.63127  0.506
H: -4.81728 1.22158 -1.75806  0.245
O: 1.98232 3.37239 -2.05982  -0.772
H: 1.84568 2.44107 -2.39864  0.384
H: 1.81136 3.99661 -2.81121  0.314

For the total energy, the calculation gives -1181.15048 hartree. As for the LUMO energy: -0.1679 eV. The value obtained for the highest occupied orbital energy is -8.399 eV. The frontier orbital gap is 8.231 eV. As for the relative energy (zero: lowest compared OMol25 entry of this formula, charge and spin): 0.699 eV.

DFT (ωB97M-V/def2-TZVPD) results for a 2-piece molecular cluster, C3H8O2S overall.

Last column: Mulliken charge in e.
Positions of all 14 atoms, in Å:
O: 1.49569 -3.96265 -1.60625  -0.477
C: 1.13388 -3.18444 -0.73149  0.335
O: -0.07362 -2.70505 -0.45286  -0.420
H: 1.88893 -2.56043 -0.22966  0.207
H: -0.17586 -1.77492 -0.01823  0.298
C: -0.12210 2.27677 -0.88073  -0.847
S: 0.20615 0.60347 -0.05882  -0.050
C: -0.79607 0.92451 1.49177  -0.912
H: 0.38481 3.00496 -0.16973  0.280
H: -1.18129 2.22159 -0.99897  0.272
H: 0.35349 2.28632 -1.82932  0.339
H: -0.66471 1.87652 1.94564  0.370
H: -1.92677 0.73117 1.23520  0.281
H: -0.52251 0.26219 2.30347  0.326

For the total energy, the calculation gives -667.72756 hartree. As for the LUMO energy: 0.5831 eV. The value obtained for the highest occupied orbital energy is -9.372 eV. The frontier orbital gap is 9.955 eV. As for the relative energy (zero: lowest compared OMol25 entry of this formula, charge and spin): 1.452 eV.

DFT (ωB97M-V/def2-TZVPD) results for one molecule with the formula C5H5N.

Last column: Mulliken charge in e.
Positions of all 11 atoms, in Å:
C: 0.62549 -0.09793 -1.23332  -0.227
C: 1.16130 0.70086 -0.22954  -0.318
C: 0.49136 0.75649 0.99350  -0.150
N: -0.64242 0.08439 1.27645  -0.549
C: -1.15112 -0.63905 0.28199  -0.145
C: -0.55087 -0.77946 -0.97735  -0.280
H: 1.10949 -0.18803 -2.21239  0.344
H: 2.09318 1.26602 -0.32287  0.326
H: 0.89585 1.33443 1.80884  0.355
H: -2.06114 -1.20009 0.51203  0.336
H: -0.99744 -1.44856 -1.73248  0.308

For the total energy, the calculation gives -248.27402 hartree. As for the LUMO energy: 1.0585 eV. The value obtained for the highest occupied orbital energy is -9.721 eV. The frontier orbital gap is 10.779 eV. As for the relative energy (zero: lowest compared OMol25 entry of this formula, charge and spin): 0.028 eV.

DFT (ωB97M-V/def2-TZVPD) results for C22H22AlN3OS as an isolated structure.

Last column: Mulliken charge in e.
Positions of all 50 atoms, in Å:
Al: -0.67962 0.03922 -0.02760  -0.886
C: -2.26112 3.72132 -1.50850  -0.931
C: -2.22182 2.48512 -0.86640  0.056
N: -1.13752 1.71292 -0.86860  0.232
C: -0.00742 2.14002 -1.51730  1.241
C: 0.03248 3.39542 -2.18270  0.511
C: -1.13802 4.17862 -2.16440  -0.450
C: 1.21678 3.76902 -2.85430  -1.011
C: 2.30178 2.93272 -2.84670  -0.860
C: 2.25628 1.68082 -2.21680  -0.942
C: 1.10878 1.25482 -1.58350  0.137
N: 0.87048 0.02322 -0.98790  0.191
C: 1.10368 -1.21288 -1.57500  0.186
C: 2.24778 -1.64598 -2.20940  -0.927
C: 2.29068 -2.90468 -2.82430  -0.886
C: 1.20288 -3.73728 -2.82220  -0.973
C: 0.02228 -3.35458 -2.14920  0.518
C: -1.14732 -4.13788 -2.11370  -0.457
C: -2.26092 -3.67728 -1.44350  -0.925
C: -2.21542 -2.43828 -0.80840  0.031
N: -1.13282 -1.66268 -0.82760  0.268
C: -0.01202 -2.09568 -1.49040  1.223
H: -3.17582 4.29362 -1.49670  0.428
H: -3.08952 2.09042 -0.34920  0.544
H: -1.14342 5.13202 -2.67420  0.492
H: 1.24678 4.70522 -3.38800  0.440
H: 3.21308 3.22192 -3.34630  0.440
H: 3.12958 1.05212 -2.24710  0.424
H: 3.12318 -1.02088 -2.24930  0.411
H: 3.20138 -3.20668 -3.31760  0.438
H: 1.22898 -4.68198 -3.34110  0.441
H: -1.16022 -5.09318 -2.61930  0.494
H: -3.17392 -4.25178 -1.41450  0.428
H: -3.07892 -2.04528 -0.28320  0.535
C: 1.29038 -1.96058 4.48730  -1.227
C: 0.04958 -1.29478 3.91630  -0.242
S: 0.56968 0.13472 2.89490  0.326
O: -0.46062 0.13172 1.66900  0.305
C: 0.01998 1.53282 3.93540  -0.516
C: -1.44392 1.55192 4.32470  -1.057
H: 0.99128 -2.84278 5.04960  0.392
H: 1.82838 -1.29998 5.16140  0.345
H: 1.97588 -2.28288 3.70980  0.375
H: -0.59762 -0.96658 4.72420  0.221
H: -0.49482 -1.98228 3.26900  0.365
H: 0.29418 2.43412 3.38330  0.425
H: 0.67268 1.44712 4.80730  0.471
H: -2.07112 1.50412 3.43870  0.227
H: -1.66262 2.48372 4.84230  0.384
H: -1.72212 0.74822 5.00160  0.344

For the total energy, the calculation gives -1731.31638 hartree. As for the LUMO energy: -6.1891 eV. The value obtained for the highest occupied orbital energy is -13.295 eV. The frontier orbital gap is 7.106 eV. As for the relative energy (zero: lowest compared OMol25 entry of this formula, charge and spin): 0.000 eV. Its total charge is +2.

DFT (ωB97M-V/def2-TZVPD) results for one molecule with the formula C8H8Si.

Last column: Mulliken charge in e.
Positions of all 17 atoms, in Å:
C: 1.49436 3.66907 0.87875  0.485
C: 1.08017 2.58213 1.16677  -1.025
Si: 0.46695 0.90988 1.83385  0.324
C: 0.04163 -0.18195 0.34121  0.447
C: -0.85390 0.23220 -0.61895  -0.555
C: -1.30091 -0.68513 -1.59619  -0.249
C: -0.79097 -1.99788 -1.76793  -0.536
C: 0.15971 -2.33413 -0.82167  -0.375
C: 0.55438 -1.48290 0.19615  -0.573
H: 1.87959 4.46448 0.34875  0.452
H: -0.88052 1.38052 2.23058  -0.109
H: 1.13814 0.34930 3.05749  -0.119
H: -1.31606 1.12083 -0.47319  0.480
H: -2.11094 -0.30181 -2.31574  0.221
H: -1.24550 -2.52048 -2.55234  0.441
H: 0.35825 -3.40934 -0.68373  0.268
H: 1.32564 -1.79477 0.77619  0.423

For the total energy, the calculation gives -599.02745 hartree. As for the LUMO energy: 0.8020 eV. The value obtained for the highest occupied orbital energy is -9.396 eV. The frontier orbital gap is 10.198 eV. As for the relative energy (zero: lowest compared OMol25 entry of this formula, charge and spin): 0.006 eV.